Record 1
Molecular formula: C2H7N2O2
Method: DFT, ωB97M-V with the def2-TZVPD basis set

Positions of all 13 atoms, in Å:
N (-2.8725, -0.0036, 0.1496)
O (-1.4677, -0.4568, 0.1296)
C (-0.4456, 0.3363, -0.0143)
O (-0.1612, 1.5023, -0.1976)
C (1.0222, -0.6436, 0.0616)
N (1.9798, 0.4275, -0.0497)
H (-3.2320, -0.6782, 0.8282)
H (-3.1984, -0.0052, -0.8195)
H (0.9610, -1.3595, -0.7422)
H (0.9100, -1.1220, 1.0117)
H (2.5627, 0.2872, -0.9847)
H (2.6395, 0.3057, 0.7585)
H (1.3022, 1.4100, -0.1311)

Results
- Structure (SMILES): NOC(=O)C[NH3+]
- Molar mass: 91.1 g mol⁻¹
- Spin multiplicity: 1
- Lowest unoccupied orbital energy: -3.54 eV
- Calculated total energy: -340.0479 Eh
- Net charge: +1
- HOMO-LUMO gap: 11.18 eV

Formally, the natural (NBO) partial charges of the atoms, in units of the elementary charge, are as follows: -0.4869, -0.3671, 0.8422, -0.5651, -0.3356, -0.7592, 0.3905, 0.3860, 0.2501, 0.2471, 0.4556, 0.4533, 0.4893

Record 2
Molecular formula: C24H37AlF15O13S
Method: DFT, ωB97M-V with the def2-TZVPD basis set

Positions of all 91 atoms, in Å:
O (0.2312, -0.2613, 2.5910)
S (0.6090, 1.1168, 2.2329)
O (0.3975, 2.1234, 3.2807)
O (2.2578, 1.0968, 1.9503)
C (-0.1038, 1.5630, 0.6265)
C (-1.6677, 1.5629, 0.5661)
C (-2.4031, 1.7145, 1.9400)
C (-3.9669, 1.6939, 1.6098)
Al (-4.7429, -0.2122, 1.7201)
H (2.3417, 0.5471, 1.1639)
H (0.2671, 2.5543, 0.3283)
H (0.2598, 0.8475, -0.1296)
H (-2.0549, 0.6508, 0.0961)
H (-1.9713, 2.4256, -0.0368)
H (-2.1904, 2.6829, 2.4297)
H (-2.1319, 0.9440, 2.6726)
H (-4.0519, 1.9832, 0.5418)
H (-4.5315, 2.4443, 2.1870)
H (-4.5168, -0.8697, 0.2522)
H (-3.9249, -1.1395, 2.7462)
H (-6.3202, -0.1814, 2.0053)
C (-2.2445, -5.0028, -2.9632)
C (-2.1035, -3.8938, -1.9408)
O (-2.5296, -2.6360, -2.4807)
C (-3.8480, -2.4391, -2.4911)
O (-4.6584, -3.2182, -2.1076)
C (-4.1650, -1.0482, -3.0295)
F (-3.4768, -0.7722, -4.1482)
F (-3.8550, -0.1242, -2.1393)
F (-5.4505, -0.9154, -3.3269)
H (-1.7093, -4.7478, -3.8801)
H (-1.8455, -5.9382, -2.5694)
H (-3.2892, -5.1599, -3.2321)
H (-1.0555, -3.7673, -1.6710)
H (-2.6506, -4.1180, -1.0248)
C (4.9007, 3.4993, 0.9784)
C (4.3771, 2.3831, 0.1009)
O (4.3213, 2.7992, -1.2776)
C (5.4729, 2.7287, -1.9266)
O (6.4965, 2.3482, -1.4455)
C (5.2938, 3.1463, -3.3818)
F (4.5890, 4.2695, -3.4927)
F (4.6503, 2.2018, -4.0724)
F (6.4595, 3.3506, -3.9808)
H (4.3012, 4.4008, 0.8448)
H (4.8683, 3.2054, 2.0269)
H (5.9298, 3.7544, 0.7218)
H (3.3601, 2.1350, 0.3913)
H (4.9754, 1.4760, 0.2032)
C (5.4118, -1.0480, -1.9463)
C (4.4511, -1.8457, -2.8000)
O (3.6915, -2.7680, -2.0021)
C (2.6679, -2.2215, -1.3533)
O (2.3733, -1.0675, -1.3859)
C (1.8892, -3.2874, -0.5917)
F (2.6928, -4.1090, 0.0838)
F (1.1695, -4.0420, -1.4245)
F (1.0489, -2.7486, 0.2784)
H (6.0622, -1.7088, -1.3715)
H (6.0286, -0.4014, -2.5704)
H (4.8756, -0.4248, -1.2302)
H (5.0010, -2.4448, -3.5239)
H (3.7807, -1.1938, -3.3610)
C (0.2633, 8.3835, 0.9182)
C (-0.5102, 7.4353, 1.8115)
O (-1.5033, 6.7180, 1.0652)
C (-1.0551, 5.6760, 0.3742)
O (0.0801, 5.3159, 0.3323)
C (-2.2111, 4.9743, -0.3278)
F (-3.0234, 5.8334, -0.9466)
F (-2.9489, 4.2880, 0.5292)
F (-1.7842, 4.1136, -1.2533)
H (-0.4184, 9.0537, 0.3920)
H (0.9604, 8.9799, 1.5072)
H (0.8291, 7.8395, 0.1616)
H (-1.0512, 7.9973, 2.5709)
H (0.1505, 6.7400, 2.3298)
C (-0.8775, -4.4007, 1.9638)
C (-0.6976, -5.9033, 1.8985)
O (-1.5757, -6.5782, 2.8169)
C (-2.8268, -6.7367, 2.4006)
O (-3.2563, -6.3748, 1.3520)
C (-3.6310, -7.4974, 3.4492)
F (-3.4236, -7.0225, 4.6759)
F (-3.2937, -8.7914, 3.4625)
F (-4.9319, -7.4310, 3.2143)
H (-0.7471, -4.0434, 2.9863)
H (-0.1517, -3.9032, 1.3194)
H (-1.8783, -4.1057, 1.6472)
H (0.3148, -6.1686, 2.2012)
H (-0.8459, -6.2843, 0.8869)

Results
- Molar mass: 877.6 g mol⁻¹
- Spin multiplicity: 1
- Lowest unoccupied orbital energy: 1.87 eV
- Calculated total energy: -4053.5084 Eh
- Net charge: -1
- HOMO-LUMO gap: 6.47 eV

Formally, the Löwdin partial charges of the atoms, in units of the elementary charge, are as follows: -0.3082, 0.6801, -0.3005, -0.2086, -0.2043, -0.2063, -0.3020, -0.3465, 0.1841, 0.0409, 0.0898, 0.0982, 0.1043, 0.0688, 0.0854, 0.0637, 0.0196, 0.0249, -0.1388, -0.1539, -0.1704, -0.0570, -0.1995, 0.0283, -0.4120, 0.1732, -0.5803, 0.1483, 0.1528, 0.1726, 0.0792, 0.0774, 0.0761, 0.0984, 0.1263, -0.0430, -0.1982, 0.0458, -0.4151, 0.1606, -0.5649, 0.1767, 0.1686, 0.1740, 0.0870, 0.0880, 0.0762, 0.0942, 0.1197, -0.0493, -0.1904, 0.0419, -0.3904, 0.1710, -0.5556, 0.1764, 0.1658, 0.1629, 0.0891, 0.0836, 0.0615, 0.1267, 0.1281, -0.0635, -0.1991, 0.0400, -0.3883, 0.1675, -0.5560, 0.1728, 0.1817, 0.1595, 0.0817, 0.0800, 0.0750, 0.1250, 0.1281, -0.0385, -0.1956, 0.0332, -0.4037, 0.1800, -0.5649, 0.1728, 0.1621, 0.1805, 0.0945, 0.0531, 0.0857, 0.1223, 0.1194

Record 3
Molecular formula: C3H7NO3S
Method: DFT, ωB97M-V with the def2-TZVPD basis set

Positions of all 15 atoms, in Å:
C (1.1124, 0.2866, 0.0385)
C (-1.3768, 0.0238, 1.0244)
C (-0.4651, -0.4470, -0.0889)
N (-1.1107, -0.1138, -1.3747)
O (2.5386, -1.5362, -1.3630)
O (0.9588, 1.6419, 0.1427)
O (1.9397, -0.3830, 0.9102)
S (2.6903, -0.2974, -0.5748)
H (-1.2114, -0.7217, 1.8297)
H (-1.3197, 1.1031, 1.3521)
H (-2.4276, -0.2108, 0.7939)
H (-0.3545, -1.4976, 0.1230)
H (0.7762, 1.9141, 1.0610)
H (-0.7584, -0.5726, -2.2607)
H (-0.9917, 0.8106, -1.6136)

Results
- Molar mass: 137.2 g mol⁻¹
- Spin multiplicity: 1
- Lowest unoccupied orbital energy: 0.45 eV
- Calculated total energy: -797.0818 Eh
- HOMO-LUMO gap: 9.84 eV

Formally, the natural (NBO) partial charges of the atoms, in units of the elementary charge, are as follows: 0.2927, -0.6444, -0.0496, -0.8419, -0.8971, -0.7190, -0.6462, 1.4106, 0.2180, 0.2056, 0.2434, 0.2121, 0.4894, 0.3698, 0.3567

Record 4
Molecular formula: C7H10O2
Method: DFT, ωB97M-V with the def2-TZVPD basis set

Positions of all 19 atoms, in Å:
C (-2.1075, -0.1507, -0.0608)
C (-1.4824, -1.4809, -0.1867)
C (-0.0676, -1.5322, 0.4282)
C (-0.2096, 0.9923, 0.2399)
C (0.6398, -0.1749, 0.3914)
C (-0.0811, 2.2973, -0.4473)
C (2.1048, -0.1979, 0.0211)
O (-3.1849, 0.3229, -0.1586)
O (0.2854, 0.6769, 1.4894)
H (-2.1211, -2.2571, 0.2455)
H (-1.4171, -1.6500, -1.2652)
H (-0.1426, -1.8289, 1.4758)
H (0.5425, -2.2717, -0.0931)
H (0.8140, 2.8285, -0.1157)
H (-0.9443, 2.9216, -0.2307)
H (-0.0394, 2.1247, -1.5210)
H (2.4926, 0.8158, -0.0434)
H (2.2445, -0.6886, -0.9394)
H (2.6742, -0.7471, 0.7705)

Results
- Molar mass: 126.2 g mol⁻¹
- Spin multiplicity: 1
- Lowest unoccupied orbital energy: 0.79 eV
- Calculated total energy: -423.0994 Eh
- HOMO-LUMO gap: 8.32 eV

Formally, the natural (NBO) partial charges of the atoms, in units of the elementary charge, are as follows: 0.6352, -0.5537, -0.4089, 0.2073, 0.1737, -0.6768, -0.6306, -0.5043, -0.5020, 0.2401, 0.2499, 0.2259, 0.2154, 0.2187, 0.2348, 0.2250, 0.2200, 0.2123, 0.2182

Record 5
Molecular formula: C15H39FO19P4
Method: DFT, ωB97M-V with the def2-TZVPD basis set

Positions of all 78 atoms, in Å:
O (2.3250, -1.7620, -4.2408)
C (2.9508, -0.9456, -3.6021)
O (4.3244, -0.8211, -3.5977)
C (4.8086, -0.1033, -2.5334)
C (3.5651, 0.7133, -2.1325)
F (3.7215, 2.0175, -2.4171)
O (2.4495, 0.0653, -2.7851)
H (5.0410, -0.9557, -1.8950)
H (5.7604, 0.3894, -2.7315)
H (3.4124, 0.6315, -1.0563)
C (11.1338, -0.6913, 0.5500)
O (10.4068, 0.4555, 1.1050)
P (10.7620, 1.9437, 0.4721)
O (9.9875, 3.0086, 1.0408)
O (10.6481, 1.7383, -1.1245)
C (11.7621, 1.9510, -1.9584)
O (12.3942, 2.0621, 0.7900)
C (12.9809, 2.1377, 2.0622)
H (10.4840, -1.5616, 0.4580)
H (11.9700, -1.0944, 1.1213)
H (11.5691, -0.4818, -0.4271)
H (12.7395, 1.5850, -1.6439)
H (11.9120, 3.0137, -2.1488)
H (11.6150, 1.5411, -2.9576)
H (12.5666, 3.0135, 2.5614)
H (14.0419, 2.3412, 1.9175)
H (12.7499, 1.2499, 2.6509)
C (-3.3070, 4.7277, -1.4916)
O (-4.7283, 4.8444, -1.4962)
P (-5.6270, 3.9361, -0.5045)
O (-5.5381, 2.4553, -0.6327)
O (-5.2443, 4.6684, 0.8933)
C (-5.2913, 6.1550, 1.0342)
O (-7.1186, 4.6015, -0.8953)
C (-8.3266, 3.8472, -0.6088)
H (-2.7853, 3.7795, -1.3615)
H (-3.0151, 5.3424, -0.6401)
H (-2.8760, 5.1316, -2.4076)
H (-4.3482, 6.6933, 1.1287)
H (-5.7829, 6.2046, 2.0057)
H (-6.0381, 6.6223, 0.3923)
H (-8.7693, 4.3362, 0.2590)
H (-8.1881, 2.8331, -0.2339)
H (-8.9919, 3.9385, -1.4674)
C (-4.5082, -4.9185, -3.9580)
O (-5.6712, -5.7396, -3.9960)
P (-6.4857, -5.9321, -2.6341)
O (-5.5450, -6.1065, -1.4742)
O (-7.4085, -4.6580, -2.5705)
C (-8.0986, -4.2032, -1.3874)
O (-7.5088, -7.2050, -2.8602)
C (-8.6403, -7.0585, -3.7739)
H (-3.5856, -5.3667, -3.5891)
H (-4.7303, -3.9274, -3.5624)
H (-4.3526, -4.7346, -5.0210)
H (-8.7794, -3.3639, -1.5297)
H (-7.5128, -3.9078, -0.5169)
H (-8.9106, -4.8910, -1.1515)
H (-8.4457, -7.8831, -4.4596)
H (-8.6826, -6.2535, -4.5075)
H (-9.6417, -7.0120, -3.3459)
C (-0.6119, 1.9999, 4.0306)
O (-1.5205, 0.9309, 4.0848)
P (-1.0165, -0.5487, 4.5786)
O (0.2882, -0.9539, 3.9589)
O (-0.9084, -0.3951, 6.1681)
C (-1.1472, -1.5724, 6.9300)
O (-2.3525, -1.5027, 4.3770)
C (-2.8063, -1.8835, 3.0051)
H (0.1748, 1.7672, 4.7482)
H (-1.1424, 2.8769, 4.4015)
H (-0.0864, 2.1755, 3.0919)
H (-1.4953, -1.0954, 7.8462)
H (-0.3013, -2.1136, 7.3537)
H (-1.8272, -2.2205, 6.3771)
H (-3.7516, -1.4037, 2.7516)
H (-3.0612, -2.9330, 2.8580)
H (-2.0328, -1.5253, 2.3257)

Results
- Structure (SMILES): O=C1OC[C@@H](F)O1.COP(=O)(OC)OC.COP(=O)(OC)OC.COP(=O)(OC)OC.COP(=O)(OC)OC
- Molar mass: 666.4 g mol⁻¹
- Spin multiplicity: 1
- Lowest unoccupied orbital energy: 0.45 eV
- Calculated total energy: -3490.0039 Eh
- HOMO-LUMO gap: 10.68 eV

Formally, the Löwdin partial charges of the atoms, in units of the elementary charge, are as follows: 0.1602, -0.4615, 0.0335, -0.0878, -0.2885, 0.0792, 0.1178, 0.1399, 0.1451, 0.1622, -0.0935, -0.2240, 0.4625, -0.2026, -0.2014, -0.1362, -0.2691, -0.1098, 0.0855, 0.0820, 0.0720, 0.0843, 0.0917, 0.0900, 0.0883, 0.0917, 0.0887, -0.1042, -0.2387, 0.4900, -0.2440, -0.2500, -0.0580, -0.2542, -0.0976, 0.0920, 0.0755, 0.0895, 0.0863, 0.0824, 0.0846, 0.0790, 0.0797, 0.0876, -0.1052, -0.2219, 0.4189, -0.2613, -0.2184, -0.0811, -0.2150, -0.1047, 0.0950, 0.0914, 0.0862, 0.0817, 0.0947, 0.0851, 0.0877, 0.0809, 0.0859, -0.1272, -0.2324, 0.4751, -0.2602, -0.2138, -0.1035, -0.2607, -0.0449, 0.0785, 0.0915, 0.0907, 0.0907, 0.0880, 0.0802, 0.0825, 0.0852, 0.0804

Record 6
Molecular formula: C11H15N
Method: DFT, ωB97M-V with the def2-TZVPD basis set

Positions of all 27 atoms, in Å:
C (-0.8582, 2.1801, 1.2915)
C (0.2657, 1.9004, 0.3264)
C (1.6118, 1.8897, 0.5908)
N (2.2368, 1.0013, -0.3209)
C (1.3879, 0.5009, -1.3058)
C (1.4308, -0.3590, -2.4098)
C (0.3347, -0.3615, -3.2295)
C (-0.9491, -0.0928, -2.7008)
C (-1.1250, 0.5071, -1.3986)
C (0.1174, 1.0179, -0.8546)
H (-0.9635, 3.2125, 1.7469)
H (-0.5215, 1.5572, 2.1309)
H (-1.8738, 2.1784, 0.9560)
H (2.0669, 2.4266, 1.3916)
H (3.2200, 0.8169, -0.3092)
H (2.3398, -0.7752, -3.0186)
H (0.3435, -0.4240, -4.2471)
H (-1.8732, -0.0908, -3.3248)
H (-1.9970, 0.5839, -0.8402)
C (-1.0033, -2.8081, 1.6767)
C (-0.3351, -1.5287, 2.2325)
H (-1.9006, -3.0411, 2.0256)
H (-1.1628, -3.0215, 0.5573)
H (-0.2770, -3.5680, 1.9281)
H (0.7879, -1.4845, 2.0856)
H (-0.4981, -1.5587, 3.4056)
H (-0.8051, -0.6590, 1.6144)

Results
- Structure (SMILES): Cc1c[nH]c2ccccc12.CC
- Molar mass: 161.2 g mol⁻¹
- Spin multiplicity: 1
- Lowest unoccupied orbital energy: 0.87 eV
- Calculated total energy: -482.7935 Eh
- HOMO-LUMO gap: 8.59 eV

Formally, the natural (NBO) partial charges of the atoms, in units of the elementary charge, are as follows: -0.6648, -0.0813, -0.0434, -0.5311, 0.1265, -0.2516, -0.2180, -0.2429, -0.1838, -0.0732, 0.2217, 0.2379, 0.2319, 0.2160, 0.4037, 0.2212, 0.2106, 0.2115, 0.2099, -0.6103, -0.6226, 0.1964, 0.2042, 0.1982, 0.2095, 0.2098, 0.2140